[1]
# C28H51ClF5N3O9PS

A 4-piece molecular cluster, C28H51ClF5N3O9PS overall (the ωB97M-V functional and the def2-TZVPD basis, the Open Molecules 2025 dataset).

## Properties
* total charge: +1
* Kohn-Sham gap: 9.12 eV

Structure (XYZ):
```
99
C28H51ClF5N3O9PS (the ωB97M-V functional and the def2-TZVPD basis)
O 2.6261 3.6876 4.5481
H 4.3127 3.8527 3.0678
H -1.5198 -0.5459 2.2818
H 3.5982 0.5901 4.4243
O -1.8361 3.8244 -1.2389
F 0.6395 3.3869 2.2003
C 3.5678 2.3507 1.1150
O 0.0264 -1.1536 -1.4845
C 0.4527 -0.6093 -2.6723
C 1.6160 1.5222 -0.2270
H 1.9217 -7.2079 2.0388
H 2.1555 -5.8954 3.2077
C 0.1008 1.1625 -0.4192
C -2.1153 -0.8514 1.4471
C -0.3801 0.6263 -2.9744
H 0.1426 -1.3093 -3.4413
H -3.7619 -1.2665 2.7534
H -2.8781 2.5285 -3.9282
H 1.4102 -3.3083 -1.6685
H 5.5627 2.0442 1.9152
H -0.4473 2.0681 -4.6735
H -4.0293 -6.0143 -0.4483
C -1.6072 -0.8422 0.1429
H -0.2847 1.0434 5.7508
C -0.9077 1.7305 6.3343
C -3.7728 -1.7570 -0.5817
H -3.0348 0.6812 -1.3092
C 0.8892 -1.3024 0.5936
N -0.3165 1.6988 -1.8771
O -0.1007 2.6156 7.0976
H -2.1675 -1.4073 -1.8909
H -0.3329 -3.0679 0.0190
C 3.2818 2.7364 4.2155
H -1.5168 1.1483 7.0207
H -2.6893 -4.8640 -0.6117
H 2.7816 1.4187 5.7818
H 4.1195 2.2623 0.1807
H 0.0035 3.3466 -3.2003
C -3.4210 -5.4532 -1.1612
H 2.1518 1.0030 -1.0130
O -2.1526 3.0117 -3.5034
C -2.4739 -1.3334 -0.8613
H 4.3783 0.9910 2.6083
H 1.7725 2.5632 -0.4547
H 1.9366 1.3144 2.0048
H -2.3143 4.5489 -1.6657
H -2.9295 1.1733 -5.5281
H 3.0876 3.7155 -3.3473
H 1.7290 -4.4966 -0.4407
C -0.1908 3.4333 1.1930
H -2.8956 -6.1528 -1.8160
F -1.9437 1.9128 0.7234
C 0.5242 2.8471 -2.3854
H 1.8520 -1.0820 0.1483
H 2.7036 -3.0043 -0.4813
H -4.4105 -2.1149 -1.3702
H 1.9453 1.1202 4.2685
C -3.4129 -1.2791 1.7341
H -0.6247 -0.8462 -5.4344
C 0.6813 -2.8168 0.3107
S 2.2792 -0.5481 -2.8442
H -0.7873 0.5892 -6.3754
P -2.0215 2.4780 -2.0205
H -1.5670 2.2865 5.6608
O 1.7839 2.4476 -2.8378
C 2.9073 1.3743 4.7075
F -1.2806 4.0505 1.5933
H 2.9668 0.3574 1.0130
F 0.3735 4.1804 0.2509
H 0.4398 3.1307 6.4892
H -2.9683 -0.5062 -5.9155
O 0.6016 -5.5933 1.9269
H -1.3804 0.2082 -2.9056
H 0.8141 -7.0331 3.4231
H -4.8696 -5.0491 -2.4021
H -5.2640 -2.0435 0.9506
N 4.4039 2.9051 3.4198
C -0.1964 1.0454 -4.4252
C -1.0115 0.1688 -5.3976
H 0.6262 3.6246 -1.6513
C -2.5217 0.2107 -5.2318
F -0.2998 1.2496 1.8556
H 2.3728 -0.9169 -4.1243
C -4.2627 -1.7236 0.7168
H -2.8760 -0.0701 -4.2426
C 4.5331 2.0038 2.2536
H 0.8398 0.9592 -4.7425
H 0.8398 -3.3435 1.2423
C 2.4372 1.3021 1.0508
O 2.6442 3.5382 -2.5064
Cl 0.9493 -1.1498 2.3677
H -0.0596 -6.1163 1.4662
C -0.1573 -0.4405 -0.2394
N -3.2429 1.6101 -1.6695
H 3.1559 3.3481 1.2362
C 1.4116 -6.4918 2.6870
C 1.7181 -3.4291 -0.6341
O -4.2167 -4.5410 -1.9129
C -0.6171 1.9490 0.7495
```

=====

[2]
# C3HF4NO

C3HF4NO in the gas phase (the ωB97M-V functional and the def2-TZVPD basis, the Open Molecules 2025 dataset).

## Properties
* structure (SMILES): FC1=C(F)C(F)(F)NO1
* Kohn-Sham gap: 10.66 eV

Structure (XYZ):
```
10
C3HF4NO (the ωB97M-V functional and the def2-TZVPD basis)
C 0.8581 1.0651 -0.1383
F 0.4599 1.7759 0.9731
O 0.7157 -1.2378 -0.1638
F 3.3371 1.0995 0.3362
F 2.8882 -1.8981 -0.0793
F 0.7466 1.9882 -1.1510
H -0.9181 -0.2629 -0.1857
C 2.2143 0.4655 -0.0361
C 2.0109 -0.8750 -0.1264
N -0.0034 -0.0412 -0.5335
```

=====

[3]
# C3H7NO2

C3H7NO2 as an isolated structure (the ωB97M-V functional and the def2-TZVPD basis, the Open Molecules 2025 dataset).

## Properties
* Kohn-Sham gap: 8.88 eV

Structure (XYZ):
```
13
C3H7NO2 (the ωB97M-V functional and the def2-TZVPD basis)
H -0.7418 1.8685 -1.5980
H 1.8309 -0.8698 0.9415
C 0.2179 -0.2795 -0.3187
H 1.4049 -2.1189 -0.2853
C 1.0260 -1.3036 0.3428
H -0.2058 -1.3011 2.0170
C -0.4906 1.9411 -0.5391
O -0.8522 -0.6328 -0.9828
H -0.0609 2.9160 -0.3112
O 0.5328 0.9891 -0.2034
N -0.2263 -1.5949 1.0467
H -1.3825 1.7612 0.0649
H -1.0523 -1.3754 -0.1745
```

=====

[4]
# C22H16N6O2S2W

C22H16N6O2S2W as an isolated structure (the ωB97M-V functional and the def2-TZVPD basis, the Open Molecules 2025 dataset).

## Properties
* total charge: +2
* Kohn-Sham gap: 5.64 eV

Structure (XYZ):
```
49
C22H16N6O2S2W (the ωB97M-V functional and the def2-TZVPD basis)
C -3.4199 -0.3572 -0.8745
H -4.2139 -1.0062 -0.5335
H -1.1916 6.2456 2.4873
H -2.1693 4.3091 3.6645
H 0.4394 5.9065 0.6663
H -0.5153 1.8469 -1.9728
C -0.1838 2.6766 1.4633
H 4.1361 -3.6457 0.7206
C -5.0573 1.2875 -1.6765
C 2.0666 -3.5820 -3.4347
H 1.1506 -3.9853 1.8791
C -1.3556 1.2299 -1.6876
N 0.3406 -0.8515 1.0739
H 0.3097 -1.4363 3.8212
C -1.4617 4.1522 2.8623
N 2.3996 -4.6379 -3.7417
O 0.9707 1.1676 -0.0217
H 3.5553 -3.9019 -0.9266
N -6.1443 1.6266 -1.8195
C -0.2528 -2.0479 3.1109
C -3.7012 0.8641 -1.4882
C 2.1739 -2.9354 0.3847
N -1.0822 0.0449 -1.1062
H -0.2777 -3.0723 3.4710
S 0.0814 -2.1107 -2.3432
N 4.8880 -1.6040 -4.0757
C 0.3709 3.7727 0.7971
C -0.9095 5.2422 2.1977
N -0.1631 0.2529 1.7062
H -1.5186 2.0139 3.0167
C 0.1890 1.3279 1.0848
H -1.2572 -1.6286 3.0711
C 1.6355 -2.2716 -3.0545
H -1.8614 -1.6655 -0.2226
H -2.8173 2.6229 -2.3770
H 2.9480 -4.9138 0.4052
C 0.4041 -1.9704 1.7777
C -2.6441 1.6677 -1.9024
O 2.2520 -1.7873 -0.3138
C 3.2607 -3.9114 0.1215
C 1.1893 -3.0653 1.3144
S 2.1781 0.4492 -2.6929
W 1.0494 -0.5078 -0.9174
C -2.1090 -0.7275 -0.7027
C 2.4972 -1.2009 -3.1970
H 1.0986 3.6237 0.0105
C 3.8176 -1.4280 -3.6966
C -1.1013 2.8685 2.5016
C 0.0059 5.0535 1.1696
```

=====

[5]
# C2H9NOS

A 2-piece molecular cluster, C2H9NOS overall (the ωB97M-V functional and the def2-TZVPD basis, the Open Molecules 2025 dataset).

## Properties
* structure (SMILES): NCO.CS
* Kohn-Sham gap: 9.81 eV

Structure (XYZ):
```
14
C2H9NOS (the ωB97M-V functional and the def2-TZVPD basis)
S 0.2866 -3.2669 -1.3070
N -1.1164 0.6339 0.8666
C -0.6237 1.9566 0.9533
H 0.1942 2.2022 0.2847
H -2.0442 0.4935 1.2282
O -0.1448 2.3590 2.2744
H 1.0947 -1.0195 -1.0818
H -1.4472 2.6049 0.6220
H -0.7934 3.0122 2.5441
H -0.4902 -3.0398 -2.4246
H 2.4632 -2.2701 -1.0880
C 1.5424 -1.9056 -1.5184
H -0.4508 -0.0209 1.2374
H 1.5296 -1.7395 -2.5908
```

=====

[6]
# C14H20Cl2N3

An isolated ion of composition C14H20Cl2N3 and charge +1 (the ωB97M-V functional and the def2-TZVPD basis, the Open Molecules 2025 dataset).

## Properties
* total charge: +1
* structure (SMILES): Cc1ccc(C[C@H]2CNC(N)=[N+]2[C@H](Cl)[C@@H](C)Cl)cc1
* Kohn-Sham gap: 5.79 eV

Structure (XYZ):
```
39
C14H20Cl2N3 (the ωB97M-V functional and the def2-TZVPD basis)
H -3.7348 0.2912 0.7347
H -0.4565 2.1965 2.1695
C 4.3291 -1.8544 0.4319
H -5.1422 -2.2141 -0.9892
C -2.2133 2.3002 0.9366
N -3.3894 2.8768 1.3559
H -5.4834 -0.4896 -0.3069
H 6.5201 -2.7843 0.2996
H 0.8168 1.3514 -1.9918
H -3.3931 3.9323 1.4335
H 5.9489 -2.0343 2.0280
C 1.6626 -1.9436 -0.5081
C 0.0319 2.6068 0.2855
N -1.9194 1.1879 -0.0459
H 0.6352 -2.4619 -0.7767
H -5.5438 -0.7450 -2.1926
H 1.1542 2.6768 0.6794
H 0.0965 0.4859 0.9025
H -0.2503 -0.2234 -1.9858
C -0.4158 1.0289 0.0013
N -0.9037 2.8651 1.4761
C -4.9670 -1.0536 -1.1971
C -2.7741 -0.0497 0.1153
C 3.0946 0.5965 -0.3916
C 5.6390 -2.6430 1.0616
H 5.4068 0.4198 0.4442
H 2.8792 -3.9047 0.2581
H 5.2251 -3.6849 1.4597
H 3.0980 1.7705 -0.5891
Cl -3.0454 0.4020 -2.7877
C 1.7531 -0.3094 -0.7145
C 4.4277 -0.2178 0.2016
C 0.4012 0.4721 -1.3067
C -3.3375 -0.6918 -1.2868
H -0.0830 3.3850 -0.5878
H -4.2474 2.3705 1.6738
H -2.8050 -1.7442 -1.4584
Cl -1.9960 -1.4258 1.0825
C 2.9815 -2.7409 0.0855
```

=====

The calculation returns the following E_HOMO values, one per record and in order: -11.47, -9.93, -8.01, -14.80, -8.96, -10.73 eV.